{
  "formula": "C12H10BeBrCl3O2",
  "method": "ωB97M-V/def2-TZVPD",
  "homo_energy_ev": 0.40,
  "charge": -2,
  "e_above_lowest_kj_mol": 0.0,
  "spin_multiplicity": 1,
  "homo_lumo_gap_ev": 3.84,
  "elements": ["C", "C", "C", "H", "C", "C", "H", "H", "H", "H", "Be", "Br", "C", "C", "C", "H", "C", "C", "H", "H", "H", "H", "Cl", "C", "Cl", "Cl", "C", "O", "O"],
  "coordinates": [[-1.07, -1.26, -2.10], [-1.12, -2.20, -1.06], [-1.88, -1.64, 0.04], [-0.62, -3.16, -1.04], [-2.32, -0.33, -0.40], [-1.82, -0.10, -1.69], [-1.97, 0.79, -2.30], [-0.55, -1.38, -3.04], [-2.31, -2.22, 0.87], [-2.95, 0.35, 0.18], [-0.59, -1.20, 1.60], [0.64, -2.90, 1.65], [2.59, 0.95, -0.24], [1.71, 1.70, -1.08], [1.59, 1.01, -2.32], [1.22, 2.63, -0.82], [2.41, -0.16, -2.26], [3.02, -0.21, -0.97], [3.67, -1.00, -0.59], [2.87, 1.20, 0.78], [0.96, 1.31, -3.16], [2.54, -0.89, -3.06], [0.14, 1.60, 4.75], [-0.91, 1.79, 3.32], [-2.61, 2.04, 3.78], [-0.30, 3.07, 2.25], [-0.81, 0.46, 2.54], [-1.46, -0.59, 2.89], [-0.07, 0.35, 1.49]]
}

=====

{
  "formula": "C2HCl2F",
  "method": "ωB97M-V/def2-TZVPD",
  "homo_energy_ev": -9.79,
  "e_above_lowest_kj_mol": 54.3,
  "spin_multiplicity": 1,
  "smiles": "F/C(Cl)=C/Cl",
  "homo_lumo_gap_ev": 10.53,
  "elements": ["C", "C", "H", "F", "Cl", "Cl"],
  "coordinates": [[0.55, -0.25, -0.93], [0.53, 0.56, 0.07], [1.22, 0.17, -1.79], [1.58, 1.41, 0.25], [-0.83, -1.28, -1.12], [-0.45, 0.42, 1.40]]
}

=====

{
  "formula": "C5H7NO2S",
  "method": "ωB97M-V/def2-TZVPD",
  "homo_energy_ev": -8.19,
  "e_above_lowest_kj_mol": 296.3,
  "spin_multiplicity": 1,
  "smiles": "C=C=CSC(N)=C(O)O",
  "homo_lumo_gap_ev": 8.87,
  "elements": ["C", "C", "C", "C", "C", "N", "O", "O", "S", "H", "H", "H", "H", "H", "H", "H"],
  "coordinates": [[1.97, -1.04, -0.19], [1.65, 0.06, -0.75], [-1.32, -0.37, -0.19], [1.09, 1.21, -1.06], [-0.43, -0.67, 0.75], [-0.48, 0.29, 1.87], [-2.13, 0.68, -0.16], [-1.56, -1.04, -1.32], [0.73, -1.94, 0.58], [2.71, -1.64, -0.49], [0.39, 1.07, -1.85], [1.32, 2.14, -0.59], [-0.54, -0.17, 2.76], [0.50, 0.77, 1.84], [-2.26, 1.01, 0.80], [-1.62, -0.36, -2.01]]
}

=====

{
  "formula": "C11H16O",
  "method": "ωB97M-V/def2-TZVPD",
  "homo_energy_ev": -8.65,
  "e_above_lowest_kj_mol": 82.0,
  "spin_multiplicity": 1,
  "smiles": "Oc1ccccc1.CC=C(C)C",
  "homo_lumo_gap_ev": 9.12,
  "elements": ["C", "C", "C", "C", "C", "H", "H", "H", "H", "H", "H", "H", "H", "H", "H", "O", "C", "C", "C", "C", "C", "C", "H", "H", "H", "H", "H", "H"],
  "coordinates": [[2.60, -2.68, 1.32], [1.40, -3.27, 1.42], [3.18, -1.59, 2.18], [0.99, -4.35, 0.45], [0.35, -2.93, 2.45], [3.26, -3.03, 0.51], [2.48, -1.28, 2.98], [3.42, -0.72, 1.56], [4.11, -1.96, 2.65], [0.77, -5.28, 1.00], [0.08, -4.04, -0.10], [1.79, -4.55, -0.28], [0.13, -3.84, 3.04], [0.68, -2.14, 3.14], [-0.57, -2.60, 1.94], [-0.85, 1.28, -2.68], [-2.65, 4.83, -1.46], [-2.83, 4.34, -2.75], [-1.86, 4.12, -0.56], [-2.22, 3.15, -3.14], [-1.24, 2.93, -0.94], [-1.43, 2.44, -2.24], [-0.32, 0.89, -1.94], [-3.13, 5.77, -1.15], [-3.45, 4.88, -3.47], [-1.71, 4.50, 0.46], [-2.35, 2.74, -4.16], [-0.62, 2.37, -0.23]]
}

=====

{
  "formula": "C4H6O2",
  "method": "ωB97M-V/def2-TZVPD",
  "homo_energy_ev": -9.73,
  "e_above_lowest_kj_mol": 190.4,
  "spin_multiplicity": 1,
  "homo_lumo_gap_ev": 10.58,
  "elements": ["O", "C", "C", "C", "O", "C", "H", "H", "H", "H", "H", "H"],
  "coordinates": [[1.24, -0.82, 0.84], [0.50, -0.60, -0.31], [-1.03, -0.65, -0.05], [-0.72, 0.79, 0.30], [-0.65, 1.25, 1.42], [0.26, 0.99, -0.80], [0.83, -0.31, 1.56], [0.90, -1.26, -1.08], [-1.42, -1.25, 0.77], [-1.57, -0.80, -0.99], [-0.15, 0.96, -1.81], [0.92, 1.86, -0.68]]
}

=====

{
  "formula": "C55H64AlAsNO7SSe",
  "method": "ωB97M-V/def2-TZVPD",
  "homo_energy_ev": -4.88,
  "charge": -1,
  "e_above_lowest_kj_mol": 213.3,
  "spin_multiplicity": 1,
  "homo_lumo_gap_ev": 7.05,
  "elements": ["Al", "C", "C", "C", "C", "C", "C", "C", "Se", "C", "C", "C", "C", "C", "C", "O", "C", "C", "C", "C", "C", "C", "C", "C", "C", "O", "C", "C", "C", "C", "C", "C", "H", "H", "H", "H", "H", "H", "H", "H", "H", "H", "H", "H", "H", "H", "H", "H", "H", "H", "H", "H", "H", "H", "H", "H", "H", "H", "H", "H", "H", "H", "H", "H", "H", "H", "H", "H", "H", "H", "H", "H", "C", "C", "C", "C", "C", "C", "C", "S", "O", "O", "N", "C", "C", "O", "O", "H", "H", "H", "H", "H", "H", "H", "H", "H", "O", "As", "C", "C", "C", "C", "C", "C", "C", "C", "C", "C", "C", "C", "C", "C", "C", "C", "C", "C", "H", "H", "H", "H", "H", "H", "H", "H", "H", "H", "H", "H", "H", "H", "H"],
  "coordinates": [[-0.90, -0.04, -0.25], [6.76, 0.88, 1.49], [5.89, -0.37, 1.31], [6.52, -1.27, 0.24], [5.88, -1.11, 2.66], [4.46, -0.02, 0.92], [3.45, -0.96, 0.97], [2.14, -0.60, 0.69], [0.68, -1.90, 0.51], [1.07, -1.99, -1.37], [2.20, -2.69, -1.73], [2.53, -2.88, -3.07], [1.59, -2.46, -3.99], [0.44, -1.74, -3.67], [0.23, -1.39, -2.32], [-0.67, -0.50, -1.90], [-0.52, -1.46, -4.82], [0.16, -0.56, -5.86], [-1.82, -0.78, -4.40], [-0.90, -2.80, -5.47], [3.87, -3.50, -3.43], [4.10, -4.77, -2.60], [3.98, -3.88, -4.91], [4.96, -2.47, -3.11], [1.79, 0.72, 0.37], [0.50, 0.99, 0.20], [2.82, 1.67, 0.24], [4.12, 1.26, 0.51], [2.53, 3.12, -0.13], [1.58, 3.69, 0.93], [3.78, 4.00, -0.14], [1.87, 3.19, -1.52], [7.74, 0.60, 1.88], [6.30, 1.56, 2.19], [6.92, 1.40, 0.54], [7.52, -1.58, 0.54], [6.60, -0.73, -0.71], [5.91, -2.15, 0.07], [6.90, -1.28, 3.00], [5.38, -2.07, 2.58], [5.37, -0.52, 3.41], [3.65, -1.99, 1.23], [2.82, -3.07, -0.93], [1.76, -2.69, -5.03], [0.37, 0.42, -5.43], [-0.48, -0.43, -6.72], [1.11, -0.98, -6.19], [-1.64, 0.19, -3.95], [-2.35, -1.40, -3.67], [-2.46, -0.66, -5.27], [-0.04, -3.28, -5.94], [-1.66, -2.64, -6.24], [-1.30, -3.48, -4.72], [3.27, -5.45, -2.73], [4.20, -4.54, -1.55], [5.02, -5.27, -2.92], [3.20, -4.60, -5.17], [4.94, -4.34, -5.09], [3.89, -3.01, -5.56], [4.84, -2.10, -2.09], [4.89, -1.61, -3.78], [5.95, -2.91, -3.21], [4.91, 1.98, 0.40], [2.03, 3.60, 1.92], [0.65, 3.12, 0.91], [1.35, 4.74, 0.75], [4.28, 3.99, 0.82], [3.50, 5.03, -0.36], [4.48, 3.67, -0.91], [1.02, 2.52, -1.57], [2.59, 2.91, -2.29], [1.53, 4.21, -1.72], [-5.85, -5.26, 4.18], [-5.36, -4.15, 3.30], [-3.98, -3.97, 3.16], [-3.48, -2.97, 2.35], [-4.37, -2.16, 1.66], [-5.73, -2.32, 1.79], [-6.23, -3.32, 2.61], [-3.64, -0.76, 0.80], [-3.28, 0.07, 1.97], [-4.67, -0.14, 0.00], [-2.36, -1.30, 0.08], [-2.73, -2.37, -0.83], [-1.68, -3.52, -0.99], [-1.83, -4.22, -1.98], [-0.83, -3.65, -0.07], [-5.32, -6.18, 3.95], [-6.92, -5.43, 4.04], [-5.67, -5.02, 5.23], [-3.31, -4.60, 3.71], [-2.42, -2.82, 2.22], [-6.38, -1.65, 1.25], [-7.30, -3.45, 2.72], [-2.95, -1.98, -1.83], [-3.65, -2.85, -0.46], [-1.97, 1.33, 0.11], [-2.49, 2.07, 1.49], [-1.93, 3.96, 1.19], [-1.49, 4.43, -0.03], [-1.35, 5.79, -0.25], [-1.68, 6.69, 0.75], [-2.13, 6.23, 1.98], [-2.26, 4.87, 2.20], [-4.35, 2.63, 1.42], [-4.80, 3.06, 0.18], [-6.08, 3.59, 0.06], [-6.89, 3.70, 1.18], [-6.42, 3.30, 2.42], [-5.15, 2.77, 2.54], [-1.75, 1.79, 3.30], [-0.49, 2.30, 3.58], [0.07, 2.11, 4.83], [-0.62, 1.43, 5.81], [-1.88, 0.91, 5.54], [-2.44, 1.09, 4.28], [-1.24, 3.70, -0.80], [-0.99, 6.15, -1.20], [-1.58, 7.75, 0.58], [-2.39, 6.94, 2.76], [-2.62, 4.49, 3.15], [-4.15, 2.95, -0.68], [-6.44, 3.91, -0.90], [-7.89, 4.09, 1.08], [-7.05, 3.40, 3.29], [-4.77, 2.45, 3.50], [0.05, 2.84, 2.81], [1.07, 2.48, 5.03], [-0.19, 1.30, 6.80], [-2.41, 0.34, 6.28], [-3.40, 0.66, 4.04]]
}

=====

{
  "formula": "C6H11NS",
  "method": "ωB97M-V/def2-TZVPD",
  "homo_energy_ev": -8.37,
  "e_above_lowest_kj_mol": 218.3,
  "spin_multiplicity": 1,
  "smiles": "CC(=S)NC=C(C)C",
  "homo_lumo_gap_ev": 8.93,
  "elements": ["C", "C", "C", "C", "C", "C", "H", "H", "H", "H", "H", "H", "H", "H", "H", "H", "H", "N", "S"],
  "coordinates": [[1.93, -1.41, -1.56], [0.80, -0.87, -0.62], [-0.56, -1.53, -0.61], [1.13, 0.23, 0.03], [-0.93, 1.39, 0.54], [-1.81, 1.74, 1.83], [2.56, -2.40, -1.23], [2.83, -0.77, -1.81], [1.45, -1.44, -2.61], [-0.40, -2.58, -0.87], [-1.19, -0.80, -1.43], [-0.90, -1.33, 0.46], [2.04, 0.80, -0.12], [0.73, 1.08, 1.75], [-2.21, 2.75, 1.58], [-2.76, 1.00, 1.92], [-1.34, 1.57, 2.83], [0.23, 0.78, 0.93], [-1.60, 1.80, -0.98]]
}

=====

{
  "formula": "C3H5NO2S",
  "method": "ωB97M-V/def2-TZVPD",
  "homo_energy_ev": -9.36,
  "e_above_lowest_kj_mol": 317.1,
  "spin_multiplicity": 1,
  "homo_lumo_gap_ev": 9.82,
  "elements": ["C", "C", "C", "N", "O", "O", "S", "H", "H", "H", "H", "H"],
  "coordinates": [[-1.88, 0.85, -0.71], [1.01, -2.75, 0.10], [-0.70, 1.39, -0.41], [-0.05, -2.38, 0.19], [0.50, 1.89, 1.68], [1.60, 0.16, 0.14], [0.20, 0.65, 0.99], [-2.60, 1.33, -1.45], [-2.17, -0.08, -0.33], [1.90, -3.25, -0.17], [2.36, -0.01, 0.86], [-0.17, 2.18, -0.90]]
}

=====

{
  "formula": "C27H38CaN5O7Si2",
  "method": "ωB97M-V/def2-TZVPD",
  "homo_energy_ev": -4.56,
  "charge": -1,
  "e_above_lowest_kj_mol": 64.9,
  "spin_multiplicity": 1,
  "homo_lumo_gap_ev": 7.17,
  "elements": ["Ca", "C", "Si", "C", "C", "C", "C", "C", "C", "C", "C", "N", "Si", "C", "C", "C", "H", "H", "H", "H", "H", "H", "H", "H", "H", "H", "H", "H", "H", "H", "H", "H", "H", "H", "H", "H", "H", "H", "O", "C", "C", "C", "C", "C", "C", "C", "N", "C", "C", "N", "H", "H", "H", "H", "H", "H", "H", "O", "C", "O", "C", "C", "N", "N", "C", "C", "O", "O", "H", "H", "H", "O", "H", "H", "C", "O", "H", "H", "H", "H"],
  "coordinates": [[0.51, 0.01, -0.38], [-0.57, -0.54, 3.34], [-1.81, 0.42, 2.25], [-2.97, 1.26, 3.53], [-2.96, -0.78, 1.33], [-0.98, 1.68, 1.17], [0.35, 2.08, 1.55], [0.69, 3.34, 2.11], [1.98, 3.64, 2.47], [2.99, 2.69, 2.26], [2.62, 1.49, 1.70], [1.36, 1.18, 1.35], [-2.09, 3.02, 0.52], [-3.60, 2.26, -0.33], [-2.85, 4.30, 1.72], [-1.14, 4.07, -0.75], [-0.77, -1.61, 3.36], [-0.60, -0.17, 4.36], [0.45, -0.39, 2.97], [-3.23, 0.58, 4.35], [-3.90, 1.58, 3.06], [-2.49, 2.14, 3.96], [-3.22, -1.65, 1.94], [-2.52, -1.10, 0.39], [-3.90, -0.26, 1.09], [-0.11, 4.04, 2.30], [2.21, 4.59, 2.93], [4.02, 2.89, 2.53], [3.36, 0.73, 1.50], [-4.38, 2.02, 0.40], [-3.32, 1.33, -0.84], [-4.02, 2.95, -1.07], [-3.39, 3.82, 2.53], [-3.56, 4.93, 1.18], [-2.10, 4.96, 2.16], [-0.82, 3.45, -1.59], [-0.24, 4.50, -0.30], [-1.74, 4.90, -1.14], [-0.90, -0.81, -1.43], [-1.53, -1.34, -2.44], [-2.52, -0.60, -3.13], [-3.21, -1.11, -4.20], [-2.93, -2.39, -4.69], [-1.92, -3.11, -4.08], [-1.22, -2.62, -2.98], [-0.09, -3.41, -2.47], [0.22, -3.73, -1.24], [1.38, -4.47, -1.30], [1.78, -4.60, -2.59], [0.83, -3.94, -3.33], [-2.72, 0.41, -2.77], [-3.97, -0.51, -4.69], [-3.48, -2.80, -5.53], [-1.69, -4.11, -4.45], [1.85, -4.85, -0.41], [2.62, -5.10, -3.04], [0.85, -3.77, -4.32], [6.02, -1.67, 0.10], [5.36, -2.32, 1.04], [5.91, -3.00, 1.88], [3.88, -2.19, 1.03], [3.05, -2.77, 1.97], [1.79, -2.42, 1.66], [1.74, -1.66, 0.57], [2.99, -1.50, 0.16], [3.22, -0.73, -1.11], [4.40, -0.48, -1.45], [2.18, -0.42, -1.76], [5.40, -1.17, -0.53], [3.29, -3.40, 2.80], [0.90, -2.73, 2.04], [-0.81, -3.38, 1.34], [-1.62, -2.87, 1.30], [-0.46, -3.39, 0.41], [2.23, 2.72, -1.96], [1.02, 1.98, -2.06], [2.61, 2.99, -2.95], [3.00, 2.16, -1.43], [2.01, 3.63, -1.41], [1.26, 1.10, -2.39]]
}

=====

{
  "formula": "C22H45FIO11PS2",
  "method": "ωB97M-V/def2-TZVPD",
  "homo_energy_ev": -9.53,
  "e_above_lowest_kj_mol": 0.0,
  "spin_multiplicity": 1,
  "smiles": "COCCC[C@@]1(O)[C@@](CCCI)(CCCCOC=O)[C@@H](P(O)(O)=S)[C@H](F)OS1(=O)=O.CC(C)O.CC(C)O",
  "homo_lumo_gap_ev": 9.45,
  "elements": ["C", "O", "C", "C", "C", "C", "O", "C", "C", "C", "C", "I", "C", "C", "C", "C", "O", "C", "O", "C", "P", "O", "O", "S", "C", "F", "O", "S", "O", "O", "H", "H", "H", "H", "H", "H", "H", "H", "H", "H", "H", "H", "H", "H", "H", "H", "H", "H", "H", "H", "H", "H", "H", "H", "H", "H", "H", "H", "H", "C", "C", "C", "O", "H", "H", "H", "H", "H", "H", "H", "H", "C", "C", "C", "O", "H", "H", "H", "H", "H", "H", "H", "H"],
  "coordinates": [[5.56, -1.17, 0.14], [4.73, -2.07, -0.58], [4.67, -1.83, -1.97], [3.57, -0.84, -2.35], [2.19, -1.41, -1.99], [1.03, -0.95, -2.87], [1.29, -1.50, -4.15], [-0.42, -1.39, -2.35], [-0.15, -2.91, -2.11], [-1.23, -3.98, -1.99], [-2.24, -3.83, -0.87], [-1.37, -4.16, 1.06], [-0.70, -0.73, -0.96], [-1.70, 0.43, -0.76], [-1.12, 1.65, -0.02], [-2.21, 2.46, 0.70], [-1.86, 2.77, 2.07], [-2.00, 1.74, 2.93], [-3.00, 1.51, 3.51], [-1.38, -1.01, -3.53], [-3.22, -1.21, -3.69], [-3.99, -0.57, -2.45], [-3.51, -2.78, -3.60], [-3.90, -0.46, -5.33], [-1.18, 0.45, -4.05], [-0.69, 0.38, -5.33], [-0.34, 1.28, -3.29], [1.18, 0.86, -3.00], [1.94, 1.18, -4.16], [1.49, 1.42, -1.73], [5.88, -1.68, 1.05], [5.04, -0.25, 0.39], [6.45, -0.92, -0.44], [4.48, -2.79, -2.46], [5.62, -1.46, -2.35], [3.65, -0.66, -3.42], [3.74, 0.08, -1.80], [2.01, -1.21, -0.93], [2.27, -2.49, -2.10], [1.05, -0.89, -4.86], [0.40, -2.96, -1.17], [0.54, -3.27, -2.87], [-1.72, -4.17, -2.93], [-0.68, -4.90, -1.77], [-3.01, -4.60, -0.94], [-2.74, -2.88, -0.83], [0.24, -0.42, -0.52], [-1.04, -1.53, -0.30], [-2.53, 0.07, -0.15], [-2.14, 0.79, -1.68], [-0.67, 2.30, -0.76], [-0.35, 1.34, 0.68], [-3.17, 1.94, 0.70], [-2.34, 3.43, 0.24], [-1.08, 1.16, 3.05], [-1.07, -1.64, -4.37], [-3.79, -0.93, -1.58], [-4.46, -2.88, -3.74], [-2.12, 0.99, -4.09], [5.58, -1.49, 5.67], [6.22, -0.59, 4.62], [5.83, 0.87, 4.81], [5.88, -1.03, 3.31], [4.49, -1.44, 5.59], [5.88, -2.52, 5.52], [5.87, -1.19, 6.68], [7.31, -0.68, 4.68], [4.74, 0.98, 4.72], [6.30, 1.50, 4.06], [6.12, 1.23, 5.80], [4.93, -0.96, 3.21], [-4.58, 4.49, 3.41], [-5.68, 4.66, 2.37], [-7.06, 4.46, 2.98], [-5.48, 3.74, 1.29], [-4.60, 3.48, 3.82], [-3.60, 4.64, 2.94], [-4.69, 5.20, 4.23], [-5.62, 5.65, 1.92], [-7.15, 3.45, 3.40], [-7.83, 4.58, 2.22], [-7.24, 5.18, 3.78], [-5.52, 2.85, 1.66]]
}

=====

{
  "formula": "C4H12NO2",
  "method": "ωB97M-V/def2-TZVPD",
  "homo_energy_ev": -2.46,
  "charge": -1,
  "e_above_lowest_kj_mol": 106.5,
  "spin_multiplicity": 1,
  "homo_lumo_gap_ev": 5.33,
  "elements": ["C", "O", "C", "C", "C", "N", "H", "H", "H", "H", "H", "H", "H", "H", "H", "H", "H", "H", "O"],
  "coordinates": [[-0.98, -1.34, 1.83], [-1.92, -0.40, 1.49], [0.48, -0.79, 1.89], [0.94, -0.27, 0.53], [0.89, 1.24, 0.32], [-0.20, 1.93, 1.05], [-1.20, -1.87, 2.78], [-0.95, -2.10, 1.01], [0.52, -0.05, 2.69], [1.08, -1.66, 2.21], [1.93, -0.59, 0.34], [0.20, -0.65, -0.19], [0.82, 1.45, -0.75], [1.78, 1.74, 0.75], [0.07, 1.93, 2.02], [-1.04, 1.35, 0.98], [0.19, -1.09, -6.18], [1.08, -0.34, -5.21], [0.47, -0.19, -5.95]]
}

=====

{
  "formula": "C6H18O6",
  "method": "ωB97M-V/def2-TZVPD",
  "homo_energy_ev": -10.24,
  "e_above_lowest_kj_mol": 341.9,
  "spin_multiplicity": 1,
  "smiles": "OCCO.OCCO.OCCO",
  "homo_lumo_gap_ev": 10.74,
  "elements": ["C", "C", "O", "O", "H", "H", "H", "H", "H", "H", "C", "C", "O", "O", "H", "H", "H", "H", "H", "H", "C", "C", "O", "O", "H", "H", "H", "H", "H", "H"],
  "coordinates": [[-0.75, -3.23, 5.23], [-2.27, -2.92, 5.39], [-2.52, -2.28, 6.70], [0.04, -2.06, 5.19], [-0.46, -3.90, 4.42], [-0.33, -3.74, 6.11], [-2.91, -3.81, 5.34], [-2.77, -2.35, 4.60], [-2.80, -3.01, 7.27], [-0.49, -1.39, 5.62], [-1.48, -0.81, -6.32], [-1.03, 0.61, -5.93], [-1.19, 0.82, -4.51], [-2.91, -0.82, -6.53], [-1.10, -1.64, -5.72], [-1.22, -1.13, -7.33], [-1.59, 1.40, -6.44], [0.00, 0.80, -6.23], [-0.34, 0.70, -4.09], [-3.31, -0.46, -5.73], [2.37, 2.90, 0.69], [3.32, 3.76, -0.11], [4.62, 3.17, -0.32], [2.26, 1.54, 0.36], [1.35, 3.21, 0.89], [2.70, 2.76, 1.72], [3.30, 4.79, 0.26], [2.75, 3.87, -1.04], [4.56, 2.26, -0.64], [2.22, 1.00, 1.15]]
}